# 1
{
  "formula": "C19H31N6O",
  "method": "the ωB97M-V functional and the def2-TZVPD basis",
  "elements": ["C", "H", "C", "C", "H", "H", "C", "N", "C", "H", "H", "C", "N", "C", "H", "H", "C", "H", "H", "C", "C", "C", "C", "C", "C", "C", "H", "H", "H", "H", "H", "H", "H", "H", "H", "H", "C", "N", "N", "N", "N", "C", "H", "H", "C", "O", "C", "H", "H", "H", "H", "H", "H", "H", "H", "H", "H"],
  "xyz": [[-3.228, -2.366, -2.801], [-2.330, -2.441, -3.410], [-2.876, -2.313, -1.320], [-2.065, -1.059, -0.994], [-1.227, -0.952, -1.685], [-2.700, -0.182, -1.140], [-1.552, -1.060, 0.454], [-0.563, -2.088, 0.714], [-0.015, -2.170, 2.055], [-0.455, -1.389, 2.678], [-0.283, -3.137, 2.501], [1.523, -2.043, 2.063], [1.960, -1.164, 0.965], [1.685, -1.797, -0.341], [1.633, -1.005, -1.091], [2.504, -2.469, -0.604], [0.359, -2.590, -0.266], [-0.099, -2.619, -1.251], [0.576, -3.626, 0.017], [3.370, -0.726, 1.097], [3.748, 0.226, -0.008], [4.581, -0.183, -1.042], [4.919, 0.697, -2.055], [4.422, 1.990, -2.045], [3.592, 2.403, -1.016], [3.257, 1.528, 0.002], [2.618, 1.864, 0.804], [3.209, 3.411, -0.999], [4.687, 2.676, -2.834], [5.573, 0.374, -2.850], [4.979, -1.187, -1.050], [3.474, -0.231, 2.065], [4.016, -1.609, 1.080], [1.311, -0.277, 0.978], [1.852, -1.621, 3.014], [1.996, -3.020, 1.939], [-1.096, 0.321, 0.813], [0.160, 0.714, 0.911], [0.151, 1.992, 1.276], [-1.029, 2.401, 1.410], [-1.860, 1.389, 1.138], [-3.280, 1.577, 1.242], [-3.458, 2.168, 2.143], [-3.763, 0.602, 1.335], [-3.839, 2.343, 0.023], [-4.043, 1.515, -1.090], [-5.325, 0.924, -1.159], [-6.107, 1.688, -1.180], [-5.510, 0.247, -0.318], [-5.351, 0.359, -2.088], [-3.115, 3.108, -0.275], [-4.771, 2.838, 0.316], [-2.409, -1.293, 1.108], [-2.316, -3.207, -1.041], [-3.794, -2.307, -0.729], [-3.766, -1.470, -3.098], [-3.853, -3.229, -3.010]],
  "atomic_forces_ev_per_a": [[-0.019, -0.097, 0.242], [0.078, 0.005, -0.112], [0.179, 0.158, -0.224], [-0.215, -0.366, 0.287], [0.088, 0.080, -0.036], [0.119, 0.001, 0.012], [-0.315, -0.150, -0.229], [0.037, 0.323, 0.090], [-0.128, -0.268, 0.136], [0.025, -0.037, -0.005], [0.104, 0.131, 0.114], [-0.276, -0.236, 0.397], [-0.038, 0.153, 0.069], [-0.377, -0.317, -0.488], [0.051, -0.005, 0.092], [0.065, 0.094, 0.035], [0.160, -0.017, -0.100], [0.047, -0.070, -0.024], [0.031, 0.020, -0.134], [0.475, 0.265, -0.073], [0.046, -0.034, 0.040], [-0.042, 0.004, 0.095], [0.020, -0.005, -0.066], [0.012, -0.015, -0.023], [-0.061, 0.045, 0.011], [0.078, -0.091, -0.014], [-0.059, 0.071, 0.111], [-0.033, 0.111, 0.001], [0.027, 0.071, -0.075], [0.068, -0.025, -0.079], [0.045, -0.125, 0.012], [-0.085, -0.126, -0.009], [-0.119, 0.015, 0.058], [0.359, -0.420, -0.024], [0.074, -0.012, -0.094], [0.055, 0.098, -0.020], [-0.128, 0.493, 0.306], [-0.736, -0.497, -0.250], [0.845, 0.497, 0.104], [-0.838, 1.012, 0.304], [1.256, -1.131, -0.287], [-0.824, 0.489, -0.326], [0.013, -0.170, -0.024], [0.060, 0.082, 0.068], [0.031, -0.029, 0.238], [0.195, 0.084, -0.125], [-0.034, -0.016, 0.002], [0.002, -0.020, 0.001], [-0.025, -0.028, 0.009], [-0.083, -0.037, 0.031], [-0.114, -0.032, 0.116], [0.041, 0.000, 0.005], [0.036, 0.130, -0.117], [-0.039, -0.062, 0.071], [-0.002, -0.037, 0.119], [-0.069, 0.099, -0.104], [-0.062, -0.059, -0.114]],
  "charge": 1,
  "homo_lumo_gap_ev": 10.0,
  "total_energy_ev": -31187.11756,
  "fmax_ev_per_a": 1.71,
  "spin_multiplicity": 1,
  "relative_energy_kj_mol": 0.0,
  "smiles": "CCC[C@H](c1nnnn1CCOC)N1CC[NH+](Cc2ccccc2)CC1"
}

# 2
{
  "formula": "C19H31NO2",
  "method": "the ωB97M-V functional and the def2-TZVPD basis",
  "elements": ["C", "C", "C", "C", "C", "C", "C", "C", "C", "C", "C", "C", "N", "O", "C", "C", "C", "C", "C", "C", "O", "H", "H", "H", "C", "H", "H", "H", "H", "H", "H", "H", "H", "H", "H", "H", "H", "H", "H", "H", "H", "H", "H", "H", "H", "H", "H", "H", "H", "H", "H", "H", "H"],
  "xyz": [[-8.771, -0.734, -0.166], [-7.438, -0.012, -0.326], [-6.272, -0.852, 0.185], [-4.927, -0.154, -0.014], [-3.774, -0.996, 0.530], [-2.388, -0.442, 0.197], [-2.094, 0.905, 0.857], [-0.615, 1.289, 0.783], [-0.147, 1.563, -0.644], [1.344, 1.881, -0.743], [2.214, 0.697, -0.298], [3.597, 0.802, -0.882], [4.581, 1.750, -0.497], [4.321, 2.619, 0.532], [4.869, 0.321, -0.157], [5.876, -0.333, -0.976], [6.650, -1.330, -0.503], [6.514, -1.721, 0.867], [5.644, -1.120, 1.705], [4.768, -0.063, 1.267], [3.991, 0.523, 2.035], [3.959, 2.118, 1.308], [5.561, -1.409, 2.742], [7.149, -2.518, 1.229], [7.647, -2.054, -1.349], [7.641, -1.672, -2.365], [7.415, -3.118, -1.373], [8.647, -1.933, -0.934], [5.958, 0.004, -2.000], [3.633, 0.610, -1.951], [2.255, 0.657, 0.792], [1.772, -0.237, -0.657], [1.585, 2.759, -0.143], [1.581, 2.121, -1.783], [-0.357, 0.693, -1.268], [-0.716, 2.406, -1.045], [-0.024, 0.483, 1.222], [-0.449, 2.185, 1.386], [-2.694, 1.685, 0.387], [-2.380, 0.850, 1.910], [-2.301, -0.346, -0.888], [-1.639, -1.169, 0.524], [-3.877, -1.081, 1.614], [-3.850, -2.003, 0.111], [-4.946, 0.814, 0.491], [-4.774, 0.030, -1.080], [-6.418, -1.065, 1.247], [-6.262, -1.809, -0.344], [-7.473, 0.934, 0.220], [-7.275, 0.221, -1.381], [-9.589, -0.112, -0.524], [-8.952, -0.974, 0.880], [-8.769, -1.661, -0.735]],
  "atomic_forces_ev_per_a": [[0.152, 0.215, -0.086], [-0.068, -0.310, 0.151], [0.057, 0.466, -0.229], [-0.017, -0.430, 0.266], [0.117, 0.220, -0.296], [-0.224, 0.037, 0.201], [0.295, -0.199, -0.015], [-0.252, 0.062, -0.230], [0.207, 0.136, 0.254], [-0.125, -0.252, -0.140], [0.050, 0.301, 0.159], [-0.439, -0.160, 0.287], [0.343, 0.290, -0.835], [-0.338, 0.334, 0.755], [0.020, -0.362, 0.265], [0.455, -0.373, 0.193], [-0.234, 0.466, -0.827], [-0.418, 0.238, 0.617], [0.281, -0.501, 0.230], [-0.468, 0.473, -0.196], [0.314, -0.221, 0.067], [0.151, -0.096, -0.352], [0.004, -0.023, 0.087], [0.046, -0.073, 0.104], [-0.043, 0.037, 0.037], [0.057, -0.005, -0.120], [0.074, -0.081, -0.051], [0.121, -0.061, -0.034], [0.055, 0.022, -0.115], [0.055, -0.019, 0.008], [-0.038, -0.120, -0.174], [0.029, -0.010, 0.020], [0.058, 0.048, -0.036], [0.013, 0.097, -0.014], [-0.052, -0.035, -0.122], [-0.077, -0.046, -0.065], [0.053, -0.009, 0.073], [0.105, 0.024, 0.068], [-0.093, 0.105, 0.047], [-0.127, 0.031, 0.037], [0.051, -0.073, -0.050], [0.085, 0.016, -0.048], [-0.001, -0.094, 0.072], [-0.054, -0.068, 0.068], [-0.009, 0.107, -0.046], [0.035, 0.078, -0.071], [-0.005, -0.083, 0.063], [0.002, -0.071, 0.049], [0.062, 0.072, -0.051], [0.019, 0.098, -0.024], [-0.143, -0.030, -0.003], [-0.072, -0.046, 0.087], [-0.068, -0.122, -0.038]],
  "charge": 0,
  "homo_lumo_gap_ev": 8.4,
  "total_energy_ev": -25788.65530,
  "fmax_ev_per_a": 0.98,
  "spin_multiplicity": 1,
  "relative_energy_kj_mol": 344.9,
  "smiles": "CCCCCCCCCCC[C@H]1N(O)[C@]12C=C(C)C=CC2=O"
}

# 3
{
  "formula": "C19H31NO2",
  "method": "the ωB97M-V functional and the def2-TZVPD basis",
  "elements": ["C", "C", "C", "C", "C", "C", "C", "C", "C", "C", "C", "C", "N", "O", "C", "C", "C", "C", "C", "C", "O", "H", "H", "H", "C", "H", "H", "H", "H", "H", "H", "H", "H", "H", "H", "H", "H", "H", "H", "H", "H", "H", "H", "H", "H", "H", "H", "H", "H", "H", "H", "H", "H"],
  "xyz": [[1.763, -6.469, 1.444], [1.182, -5.316, 2.192], [1.141, -3.984, 1.483], [0.697, -2.932, 2.382], [0.883, -1.645, 1.557], [0.153, -0.522, 2.606], [0.259, 0.890, 2.049], [-0.717, 0.884, 0.492], [-2.222, 0.917, 0.780], [-3.021, 0.707, -0.425], [-3.138, 1.594, -1.477], [-1.786, 1.341, -2.404], [-1.326, 2.158, -3.745], [-2.509, 3.102, -4.020], [-0.576, 2.481, -2.600], [0.815, 2.060, -2.435], [1.958, 2.790, -2.004], [1.628, 3.973, -1.276], [0.210, 4.544, -1.392], [-0.859, 3.893, -1.743], [-1.933, 4.296, -1.902], [-2.703, 3.672, -3.110], [0.058, 5.464, -0.755], [2.377, 4.487, -0.729], [3.041, 2.019, -2.242], [3.818, 2.941, -2.616], [3.426, 1.264, -2.598], [3.424, 2.031, -1.069], [0.959, 1.108, -2.958], [-1.301, 0.555, -2.359], [-3.923, 1.496, -2.253], [-2.994, 2.603, -1.245], [-4.148, 0.659, -0.070], [-2.658, -0.332, -0.774], [-2.392, 0.286, 1.630], [-2.691, 2.023, 1.229], [-0.473, 0.060, -0.223], [-0.411, 2.007, 0.299], [-0.281, 1.595, 2.609], [1.059, 1.012, 1.801], [0.619, -0.290, 3.602], [-1.023, -0.802, 3.024], [1.817, -1.407, 1.584], [0.353, -1.725, 0.793], [1.197, -3.039, 3.371], [-0.330, -3.078, 2.589], [2.392, -3.738, 1.316], [0.826, -3.987, 0.585], [1.673, -5.442, 3.114], [0.133, -5.774, 2.637], [2.761, -6.362, 1.096], [1.163, -6.650, 0.418], [1.627, -7.416, 1.740]],
  "atomic_forces_ev_per_a": [[-1.878, 1.711, -5.531], [-3.190, -3.234, 0.645], [7.621, -1.655, 6.613], [0.470, 0.781, -0.459], [-3.357, 0.972, 12.330], [-1.602, 0.203, 0.796], [-18.674, -5.593, 0.204], [1.841, 3.605, 3.142], [0.464, 4.471, 1.989], [-3.788, -5.997, 3.092], [3.867, 1.806, -6.969], [-2.317, 10.424, -1.914], [-4.619, -0.691, 1.129], [1.316, 0.195, 1.976], [-0.085, 2.221, 5.187], [-0.370, 0.813, -1.731], [-10.123, -1.544, -1.221], [-4.649, 0.730, -1.887], [10.002, 2.616, 5.348], [1.490, -7.549, -5.799], [-7.063, 3.400, 0.970], [1.271, -1.769, -2.516], [0.209, -0.867, -0.999], [0.484, 0.754, 0.353], [7.242, 11.081, 7.739], [-1.072, -2.524, 0.658], [1.849, -8.177, -4.390], [0.272, -0.692, -2.411], [0.480, 0.087, 0.313], [3.936, -7.995, 0.281], [-0.017, -0.205, 0.989], [-0.562, 1.659, 0.809], [1.900, -0.775, -0.283], [-1.213, 1.078, 0.100], [-0.741, -0.937, 0.000], [1.969, -2.565, -1.000], [0.267, 1.070, 0.546], [-0.345, -2.491, -1.078], [-0.138, 1.171, 0.838], [16.151, 3.330, -4.754], [0.389, -1.624, -0.563], [3.186, 0.522, -1.779], [5.749, 1.542, -0.892], [-4.040, -0.287, -7.108], [0.005, 0.660, -0.788], [-1.399, 0.010, 0.254], [-3.059, -0.673, 0.182], [-2.908, -0.230, -6.269], [1.168, 1.484, 1.431], [1.659, 1.629, -1.582], [1.117, 0.388, -0.005], [1.129, 0.902, 1.598], [-0.292, -3.244, 2.415]],
  "charge": 0,
  "homo_lumo_gap_ev": 6.9,
  "total_energy_ev": -25771.57284,
  "fmax_ev_per_a": 19.49,
  "spin_multiplicity": 1,
  "relative_energy_kj_mol": 1993.1,
  "smiles": "CCCCCCCCCCC[C@H]1N(O)[C@]12C=C(C)C=CC2=O"
}